No. 1
{"formula": "C7H7Cl2N3O2S", "method": "ωB97M-V with the def2-TZVPD basis set", "elements": ["C", "C", "C", "C", "C", "C", "C", "N", "N", "N", "O", "O", "S", "Cl", "Cl", "H", "H", "H", "H", "H", "H", "H"], "positions_angstrom": [[-2.021349, 1.716440, 2.665151], [-0.751536, 0.613240, 0.569504], [-2.008727, 0.188360, 1.011121], [-0.190813, 1.605152, 1.381400], [0.470942, 0.268312, -2.645838], [0.380140, -0.889402, -0.358947], [1.125784, -0.494399, -1.507278], [-2.612759, 0.699653, 2.061944], [-0.817130, 2.143843, 2.374396], [1.058774, -1.276323, 0.848319], [0.420272, -1.726994, 1.807402], [2.233502, -1.332343, 0.758485], [1.637942, -2.151228, -2.204920], [-2.882790, -1.089423, 0.307449], [1.369492, 2.188410, 1.086272], [-2.494824, 2.002079, 3.566914], [0.096671, 1.301866, -2.294008], [1.220706, 0.469192, -3.419190], [-0.244003, -0.304059, -3.085168], [-0.394779, -1.633387, -0.452481], [1.963582, 0.026623, -1.272032], [2.440905, -2.325613, -1.198496]], "forces_ev_per_a": [[0.364, -1.825, -0.187], [1.320, -2.719, -0.572], [0.650, 0.301, 0.150], [-0.363, -1.023, -1.410], [1.377, 2.974, 1.602], [-5.159, 3.244, 2.717], [-0.518, -1.383, -2.635], [-0.723, 0.554, -0.251], [-0.163, 1.585, 1.049], [-1.372, -1.909, 1.457], [0.153, 0.988, -1.062], [3.244, 0.382, 0.364], [-0.342, 0.633, -0.794], [-0.063, -0.609, -0.667], [1.070, 0.149, -0.352], [-0.325, 0.903, 0.680], [0.270, -1.742, -0.455], [0.025, -0.097, 0.286], [-2.568, -1.315, -1.228], [-0.380, 0.175, -0.442], [2.626, 1.288, 1.043], [0.876, -0.553, 0.708]], "homo_lumo_gap_ev": 8.6, "total_energy_ha": -1904.06902, "homo_energy_ev": -9.8, "spin_multiplicity": 1}

---

No. 2
{"formula": "C7H7ClN2O2", "method": "ωB97M-V with the def2-TZVPD basis set", "elements": ["C", "C", "C", "C", "C", "C", "C", "N", "N", "O", "O", "Cl", "H", "H", "H", "H", "H", "H", "H"], "positions_angstrom": [[0.458488, -1.682376, 1.605819], [-0.438427, -1.736247, 0.580523], [0.811705, -0.426328, 2.052350], [-1.091256, -0.636826, -0.007010], [-0.536843, 0.440229, 0.620567], [-1.911855, -0.588687, -1.171555], [0.914143, 2.454338, -1.085138], [0.286565, 0.593400, 1.521355], [1.476749, 1.223231, -0.905297], [1.135160, 0.300801, -1.765347], [2.277971, 1.008425, 0.068429], [1.230049, 3.665918, 0.115675], [1.054447, -2.420205, 1.982171], [-0.773423, -2.677043, 0.089079], [1.639873, -0.157623, 2.833685], [-1.441607, -0.319050, -2.017046], [-2.443201, -1.558287, -1.486735], [-2.805305, 0.085859, -1.142972], [0.156768, 2.430469, -1.888554]], "forces_ev_per_a": [[-0.045, 2.112, -0.237], [-2.144, -1.941, -1.832], [3.793, -1.353, 3.792], [1.997, 0.222, 2.111], [-1.003, 1.669, -1.294], [-5.343, -2.051, -0.124], [-0.815, -0.338, 0.976], [-1.705, 2.999, -0.828], [1.395, -2.277, -0.034], [0.876, 1.973, 1.816], [-1.404, 0.545, -2.381], [-0.402, -0.814, -1.321], [0.843, -2.486, 0.673], [0.683, 0.311, 0.669], [-1.610, -1.196, -1.370], [2.299, 1.118, -2.819], [1.092, 0.874, 0.931], [0.885, -0.162, 0.599], [0.608, 0.793, 0.674]], "homo_lumo_gap_ev": [8.5, 5.6], "total_energy_ha": -990.82721, "homo_energy_ev": [-9.0, -7.8], "spin_multiplicity": 1}